# 1
DFT (the ωB97M-V functional and the def2-TZVPD basis) results for a 6-piece molecular cluster, C26H68N4O10 overall in a non-equilibrium geometry.

```
108
Properties=species:S:1:pos:R:3:forces:R:3
C 9.75741 10.04027 8.09951 0.3 -0.3 -0.2
O 10.59233 11.10095 8.49542 0.1 0.1 0.2
C 10.85399 11.99999 7.45137 -0.7 0.4 -1.0
C 11.94749 12.95980 7.86479 0.2 -0.1 0.0
N 11.56827 13.82134 8.97984 -1.0 -0.2 0.7
C 10.59835 14.86666 8.63493 0.7 0.6 -1.4
C 10.08400 15.58729 9.86094 1.0 -0.1 -0.2
O 9.31898 14.69715 10.62573 -0.9 -0.6 -0.2
C 8.94792 15.21445 11.87802 0.2 0.2 0.3
H 9.64955 9.37860 8.95463 0.0 0.0 0.0
H 10.23755 9.49518 7.27753 -0.1 -0.1 0.0
H 8.76663 10.35209 7.75309 0.0 0.3 0.1
H 9.92979 12.53859 7.18760 0.0 0.1 0.2
H 11.08583 11.48455 6.50674 0.4 -0.2 0.2
H 12.30642 13.61507 7.06695 -0.5 -0.1 -0.3
H 12.83062 12.34978 8.07957 0.0 0.1 0.6
H 11.05024 13.28931 9.68191 0.6 -0.4 0.0
H 9.78481 14.57078 7.95382 -0.3 -0.5 0.6
H 11.12275 15.56441 7.96452 0.1 0.4 0.5
H 9.57022 16.49221 9.51871 -0.4 0.0 0.3
H 10.94720 15.88467 10.47195 0.1 0.3 -0.1
H 8.39325 16.14965 11.74791 0.3 0.2 0.2
H 9.85062 15.32751 12.49205 -0.1 0.5 0.0
H 8.29586 14.54589 12.43985 0.0 -0.4 -0.5
C 21.41285 9.89370 9.54617 -0.2 -0.1 -0.4
O 21.33002 11.28606 9.77238 0.4 -0.4 0.5
C 21.53712 11.66338 11.11805 0.0 0.4 0.5
C 20.37340 11.30092 12.04380 -0.5 0.3 -1.1
N 19.17613 11.91929 11.47448 -0.5 -0.3 -0.3
C 17.93332 11.55502 12.14133 -0.1 0.1 0.3
C 16.73403 12.10090 11.37502 0.5 -0.4 0.8
O 16.62635 11.38006 10.17680 0.2 -0.2 -0.5
C 15.62271 11.84352 9.29548 -0.1 0.3 0.6
H 20.44501 9.40468 9.70697 0.0 0.0 -0.2
H 22.13975 9.34455 10.15583 0.1 0.4 0.2
H 21.72847 9.79151 8.50671 -0.2 -0.2 0.0
H 21.63230 12.74882 11.08354 -0.1 0.0 0.1
H 22.47994 11.27415 11.52091 0.0 -0.2 -0.2
H 20.53044 11.72392 13.03604 0.2 -0.2 0.1
H 20.23540 10.20967 12.07666 0.3 0.0 0.4
H 19.05076 11.54736 10.53377 0.4 0.3 -0.1
H 17.91308 12.00485 13.14049 0.0 -0.1 0.0
H 17.83025 10.46481 12.26014 -0.1 0.0 0.0
H 16.93799 13.17293 11.26261 -0.4 0.0 -0.5
H 15.83126 11.93423 11.97492 -0.1 0.3 0.0
H 15.88838 12.84601 8.94292 -0.1 -0.1 -0.3
H 14.65304 11.91591 9.80710 0.0 0.0 0.1
H 15.51646 11.11380 8.49670 0.2 0.1 -0.1
C 15.78306 11.87834 5.63622 0.0 0.2 0.2
O 16.41198 13.13202 5.55101 0.4 0.1 0.2
C 15.69884 14.07495 4.78387 0.1 -0.3 -0.3
C 16.52919 15.32448 4.63095 0.3 0.4 0.6
N 16.54371 16.07711 5.88809 -0.4 0.0 -0.5
C 17.11800 17.41842 5.78888 -0.5 -1.0 0.7
C 16.77916 18.21157 7.04971 0.6 -0.1 -0.7
O 17.45078 17.65382 8.16899 0.0 0.2 -0.3
C 17.15551 18.35612 9.35151 -0.2 -0.1 0.5
H 16.28609 11.31164 6.41749 0.1 0.0 -0.1
H 15.85994 11.33052 4.69230 -0.2 0.0 -0.1
H 14.73337 12.00069 5.93017 -0.1 -0.1 -0.1
H 14.76163 14.30317 5.31030 -0.1 0.1 -0.3
H 15.50037 13.66518 3.78192 -0.2 0.0 0.1
H 16.11766 15.95165 3.83708 -0.2 0.0 0.1
H 17.55294 15.06156 4.33334 -0.1 -0.2 -0.2
H 17.02879 15.50782 6.57470 0.0 0.1 0.0
H 16.67452 17.89981 4.91659 0.0 0.2 0.1
H 18.20696 17.40209 5.64693 0.1 0.1 0.0
H 15.71620 18.19258 7.29247 -0.2 0.2 -0.4
H 17.14129 19.22224 6.82005 -0.2 0.2 0.6
H 17.52921 19.38340 9.32486 0.2 0.0 -0.1
H 17.59223 17.81118 10.18555 0.2 0.1 -0.1
H 16.07717 18.40279 9.54845 0.0 -0.1 -0.2
C 12.20499 17.93774 6.16808 -0.7 0.4 -0.1
O 11.02118 18.07407 6.93157 0.0 0.3 0.4
C 9.85052 18.20721 6.14652 0.1 -0.2 0.0
C 8.76972 18.91618 6.93999 0.2 0.4 0.8
N 7.43916 18.76019 6.38511 0.2 -0.7 -0.2
C 6.88603 17.43798 6.66890 -0.4 0.0 -0.8
C 5.46336 17.36353 6.14326 -0.3 -0.1 0.8
O 4.64567 18.15691 6.99366 0.2 0.5 0.4
C 3.59069 18.84098 6.38035 -0.1 0.2 -1.1
H 12.27198 18.78888 5.47952 0.3 0.0 0.0
H 12.19262 17.03545 5.54684 0.1 -0.2 0.2
H 13.02197 17.94782 6.88142 0.2 -0.1 -0.2
H 9.52740 17.18519 5.91410 -0.1 0.2 -0.6
H 10.07838 18.80886 5.25989 -0.1 -0.4 -0.2
H 9.00940 19.98103 6.99021 0.0 0.0 0.0
H 8.84596 18.54398 7.97583 -0.1 0.0 0.0
H 6.79185 19.43641 6.76732 0.2 0.1 0.1
H 6.93528 17.20839 7.73908 -0.1 -0.2 0.0
H 7.40021 16.65557 6.10179 0.4 0.2 0.2
H 5.07429 16.34023 6.19628 0.2 -0.1 -0.2
H 5.43839 17.70996 5.10607 0.0 0.1 0.0
H 3.94211 19.38672 5.49297 0.1 -0.1 0.0
H 3.15505 19.60232 7.02352 0.1 -0.3 0.5
H 2.80050 18.16540 6.03534 -0.1 -0.1 0.1
C 14.53749 15.39846 8.47638 0.2 -0.6 0.0
O 13.95630 15.18841 9.75038 -0.2 0.2 -0.3
H 15.58805 15.67462 8.57216 0.0 0.1 0.2
H 14.53215 14.44515 7.93141 0.0 0.2 -0.3
H 14.04866 16.16159 7.86300 -0.1 0.0 0.1
H 13.10304 14.72958 9.56827 0.2 0.1 0.3
C 18.73175 14.80435 9.11530 0.0 -1.4 -0.1
O 18.87720 15.29919 7.79829 -0.4 0.5 0.0
H 19.71433 14.56144 9.52344 0.0 0.4 0.3
H 18.12332 15.41504 9.78212 0.3 0.4 0.0
H 18.23105 13.82640 9.09457 -0.1 0.1 -0.1
H 18.36651 16.12712 7.75496 0.5 -0.2 0.3
```
Forces are in eV/Å.

Properties
Kohn-Sham gap in eV: 9.252
Net charge: 0
HOMO energy in eV: -8.6
SMILES string: COCCNCCOC.COCCNCCOC.COCCNCCOC.COCCNCCOC.CO.CO
Lowest unoccupied orbital energy in eV: 0.63
F_max in eV/A: 1.71
Relative energy (zero: lowest compared OMol25 entry of this formula, charge and spin) in kJ/mol: 0.00

# 2
DFT (the ωB97M-V functional and the def2-TZVPD basis) results for a 11-piece molecular cluster, C26H68N6O22 overall in a non-equilibrium geometry.

```
122
Properties=species:S:1:pos:R:3:forces:R:3
C 7.30759 -0.12791 1.87777 -0.2 0.6 0.1
N 6.45132 -1.22201 2.40333 0.4 0.0 0.1
O 6.68832 -1.63225 3.51858 0.0 0.0 0.0
O 5.58336 -1.65383 1.67689 -0.2 -0.2 -0.2
H 8.29757 -0.52135 1.67584 0.0 -0.1 0.1
H 7.34117 0.64044 2.64514 0.1 -0.1 0.1
H 6.84534 0.28970 0.99107 0.0 -0.2 -0.1
C 6.81906 -2.50232 -2.97090 0.3 -0.5 0.2
N 5.50209 -1.84603 -2.80563 0.1 0.2 -0.1
O 4.54178 -2.46857 -3.20024 -0.2 0.0 0.0
O 5.46844 -0.73494 -2.32363 0.1 0.1 0.1
H 7.02233 -2.57577 -4.03455 -0.1 0.0 0.0
H 6.71835 -3.50086 -2.55082 0.0 0.0 -0.1
H 7.59702 -1.95251 -2.45861 -0.1 0.2 0.0
C -3.99448 -0.00634 -2.07433 -0.6 -0.1 0.5
N -4.15863 -0.43041 -3.48339 0.5 -0.2 0.1
O -3.76890 0.32875 -4.33644 0.0 0.3 -0.3
O -4.63169 -1.53234 -3.68432 0.0 0.0 0.0
H -4.26200 1.03784 -1.97596 0.1 0.1 -0.2
H -2.96889 -0.16405 -1.74695 0.0 -0.1 -0.2
H -4.68429 -0.61927 -1.50135 0.1 0.0 0.1
C -4.11592 -3.21815 5.04673 0.3 0.2 -0.1
N -3.47283 -3.65353 3.77372 -0.7 -0.4 -0.2
O -4.00662 -3.31242 2.73392 0.2 0.2 0.1
O -2.50575 -4.37408 3.85322 0.4 0.1 0.0
H -5.18977 -3.25611 4.91962 -0.1 -0.1 -0.1
H -3.80710 -2.18803 5.21011 0.0 0.0 0.1
H -3.74597 -3.87450 5.82280 0.0 0.0 0.1
C -2.60963 -3.15043 -0.59069 0.4 0.1 -0.5
N -2.89252 -4.49529 -1.16809 -0.4 0.2 0.2
O -4.03469 -4.90022 -1.06238 0.1 0.0 0.1
O -1.99500 -5.08193 -1.72073 0.4 -0.2 -0.2
H -2.80647 -3.18641 0.47382 -0.3 0.1 0.0
H -3.24294 -2.47389 -1.15402 -0.3 0.1 0.3
H -1.58486 -2.86526 -0.80214 0.1 -0.3 0.1
C 3.30798 -0.72881 3.57479 0.1 -0.5 -0.2
N 3.63918 0.71502 3.60679 -0.4 -0.3 0.4
O 2.72485 1.50217 3.63463 -0.1 0.3 0.0
O 4.81643 1.00670 3.60342 0.4 0.2 -0.2
H 2.33678 -0.92525 4.01100 -0.1 0.4 0.0
H 4.08409 -1.27616 4.09939 0.1 0.1 -0.1
H 3.29824 -0.99469 2.52045 0.0 -0.1 0.0
C -0.71829 1.26557 -2.17750 -0.7 -0.4 -0.1
O 0.55874 1.33290 -2.75935 0.5 -0.2 0.2
C 0.67288 0.85938 -4.08791 -0.3 0.6 -0.2
C 0.55655 -0.62207 -4.38753 0.2 -0.2 0.5
O -0.63117 -1.22710 -3.92901 -0.1 0.2 -0.2
C -0.66677 -2.61048 -4.23826 -0.1 0.2 0.5
H -0.72009 1.74361 -1.19739 0.3 0.3 -0.2
H -1.00509 0.23785 -1.98395 0.0 -0.2 -0.1
H -1.51426 1.69314 -2.80231 0.2 0.2 -0.1
H 1.68886 1.11535 -4.39965 0.0 0.1 0.0
H -0.00442 1.44665 -4.72438 -0.1 -0.2 0.0
H 1.40635 -1.15713 -3.93541 0.1 0.1 -0.1
H 0.63574 -0.69606 -5.48242 0.0 -0.2 0.0
H 0.08318 -3.16115 -3.65645 0.1 0.0 -0.1
H -0.51366 -2.79148 -5.30434 0.0 0.0 -0.1
H -1.64880 -2.95909 -3.92677 0.0 -0.1 -0.2
C 0.51420 -4.09756 2.07781 -0.1 0.3 -0.2
O 1.27360 -4.09891 0.89769 0.1 0.1 -0.2
C 2.63564 -4.30994 1.15116 0.2 -0.4 0.4
C 3.38376 -4.37076 -0.15004 -0.2 -0.1 0.1
O 2.97259 -5.50463 -0.88164 0.0 -0.2 0.0
C 3.16288 -5.29607 -2.25383 0.5 0.2 -0.6
H 0.91478 -3.34842 2.77554 -0.1 -0.1 0.1
H 0.49881 -5.08390 2.54990 0.0 0.0 0.1
H -0.49548 -3.81203 1.79052 -0.1 -0.1 0.2
H 2.78416 -5.25700 1.69685 -0.1 0.1 -0.1
H 3.04491 -3.51485 1.79642 0.0 0.1 -0.2
H 4.45754 -4.45046 0.06730 0.0 0.3 -0.1
H 3.16118 -3.45955 -0.71628 0.2 0.0 -0.1
H 3.03013 -6.21037 -2.82941 -0.4 -0.2 0.3
H 4.19358 -4.97621 -2.47962 -0.1 0.1 0.2
H 2.49222 -4.51336 -2.62669 0.0 -0.1 -0.1
C -2.58003 -0.26929 1.22901 0.2 0.2 0.5
O -1.52510 -0.43180 0.32036 0.1 -0.8 -0.9
C -0.23673 -0.16648 0.84472 -0.8 0.5 1.1
C 0.90490 -0.65883 0.00452 0.2 -0.3 -0.7
O 2.07864 -0.14131 0.59491 -0.2 0.3 0.3
C 3.22063 -0.46898 -0.14538 0.3 -0.7 -0.3
H -2.55003 -1.00718 2.04518 0.2 0.1 0.0
H -3.52875 -0.41553 0.71777 0.0 0.1 -0.2
H -2.53735 0.73992 1.65905 -0.2 -0.1 0.1
H -0.16449 -0.63735 1.83807 0.1 0.2 0.0
H -0.17412 0.92445 0.97277 0.4 -0.1 0.1
H 0.85930 -0.29242 -1.02678 -0.2 -0.1 0.1
H 0.95285 -1.75738 -0.02071 -0.2 0.0 0.0
H 4.05834 0.10890 0.23388 0.0 0.2 -0.1
H 3.09278 -0.32621 -1.22324 -0.1 0.4 0.1
H 3.47999 -1.53166 -0.02771 0.0 0.1 0.1
C 1.14119 3.73691 0.95247 0.4 -0.8 -0.1
O 1.33746 5.02397 1.44931 0.1 0.4 0.0
C 0.42257 5.36410 2.46889 0.6 -0.2 -0.7
C 0.68920 6.76210 2.93362 -0.6 0.2 1.1
O 0.11027 7.71431 2.07734 0.0 0.0 -0.2
C -0.01630 8.97378 2.69124 0.1 0.2 -0.2
H 0.22920 3.62649 0.34997 -0.1 0.2 0.1
H 1.14030 2.97631 1.74886 -0.1 0.2 0.0
H 1.99931 3.49381 0.32499 -0.1 0.1 -0.1
H 0.57426 4.66607 3.30103 -0.3 0.0 0.1
H -0.59255 5.29623 2.05905 -0.1 0.0 0.3
H 1.75413 6.95521 3.11026 0.1 -0.1 -0.3
H 0.20633 6.83679 3.92873 0.1 0.1 -0.1
H -0.73847 8.95346 3.51743 0.1 -0.1 0.0
H -0.37130 9.67159 1.93388 0.0 0.0 0.0
H 0.94971 9.34638 3.05714 -0.1 -0.1 0.1
C -6.11749 5.22222 -1.73722 -0.6 0.4 -0.1
O -5.93736 3.92304 -2.23690 0.4 -0.1 0.0
C -6.71404 2.93357 -1.58657 0.0 0.5 -0.4
C -6.43458 2.72387 -0.11890 -0.4 -0.7 0.2
O -5.20817 2.06737 0.14127 -0.1 0.4 -0.3
C -4.08688 2.90816 -0.04789 0.7 -0.5 0.4
H -7.18108 5.51707 -1.76865 0.1 -0.1 0.1
H -5.59207 5.91283 -2.39307 0.2 -0.1 0.0
H -5.76394 5.35314 -0.71057 0.1 -0.1 0.0
H -6.49644 1.99978 -2.10444 -0.1 0.0 -0.1
H -7.77429 3.17735 -1.74619 -0.1 -0.1 0.2
H -7.21258 2.02870 0.21483 0.1 0.1 0.2
H -6.51930 3.62884 0.48915 0.0 0.1 -0.1
H -3.24562 2.32789 0.33504 0.1 0.2 0.0
H -4.16397 3.82892 0.53762 -0.1 0.1 -0.1
H -3.85500 3.14034 -1.08910 -0.3 0.1 -0.1
```
Forces are in eV/Å.

Properties
Kohn-Sham gap in eV: 9.416
Net charge: 0
HOMO energy in eV: -9.5
SMILES string: C[N+](=O)[O-].C[N+](=O)[O-].C[N+](=O)[O-].C[N+](=O)[O-].C[N+](=O)[O-].C[N+](=O)[O-].COCCOC.COCCOC.COCCOC.COCCOC.COCCOC
Lowest unoccupied orbital energy in eV: -0.06
F_max in eV/A: 1.42
Relative energy (zero: lowest compared OMol25 entry of this formula, charge and spin) in kJ/mol: 0.00